a.
C6H4O | ωB97M-V/def2-TZVPD

Cartesian coordinates (Å):
1 C -0.609 2.422 2.910
2 C -0.341 1.507 2.173
3 C -0.131 0.540 1.213
4 C -0.060 -0.209 0.267
5 C -0.232 -0.812 -1.038
6 C 0.848 -1.384 -1.849
7 O -0.116 -2.213 -1.227
8 H -0.906 3.264 3.493
9 H -1.077 -0.366 -1.565
10 H 1.855 -1.459 -1.445
11 H 0.770 -1.292 -2.932

**HOMO energy**: -9.5 eV
**Structure (SMILES)**: C#CC#C[C@H]1CO1

Let us look at the natural (NBO) charges, expressed in e, one per atom:
1 C -0.149
2 C -0.092
3 C -0.063
4 C 0.048
5 C -0.027
6 C -0.086
7 O -0.461
8 H 0.240
9 H 0.212
10 H 0.193
11 H 0.186

---

b.
C6H4O | ωB97M-V/def2-TZVPD

Cartesian coordinates (Å):
1 C 2.195 -0.135 0.095
2 C 2.019 -0.244 -1.166
3 C 0.633 -0.104 -0.371
4 C -0.184 0.970 -0.074
5 C -1.474 0.465 0.219
6 C -1.381 -0.886 0.047
7 O -0.142 -1.255 -0.297
8 H 2.630 -0.041 1.079
9 H 0.142 2.001 -0.069
10 H -2.349 1.016 0.539
11 H -2.108 -1.683 0.150

**HOMO energy**: -8.6 eV

Let us look at the natural (NBO) charges, expressed in e, one per atom:
1 C -0.291
2 C -0.060
3 C 0.155
4 C -0.188
5 C -0.337
6 C 0.160
7 O -0.389
8 H 0.262
9 H 0.238
10 H 0.238
11 H 0.211

---

c.
C6H4O | ωB97M-V/def2-TZVPD

Cartesian coordinates (Å):
1 C -2.311 -0.362 -0.883
2 C -1.113 0.213 -0.282
3 C -0.108 0.666 0.209
4 C 1.150 1.113 0.777
5 O 1.333 2.218 1.242
6 C 2.188 0.086 0.737
7 C 3.004 -0.797 0.680
8 H -2.937 0.412 -1.333
9 H -2.899 -0.884 -0.123
10 H -2.036 -1.085 -1.657
11 H 3.729 -1.580 0.632

**HOMO energy**: -10.2 eV
**Structure (SMILES)**: C#CC(=O)C#CC

Let us look at the natural (NBO) charges, expressed in e, one per atom:
1 C -0.699
2 C 0.129
3 C -0.148
4 C 0.449
5 O -0.463
6 C -0.115
7 C -0.132
8 H 0.245
9 H 0.249
10 H 0.244
11 H 0.240

---

d.
C6H4O | ωB97M-V/def2-TZVPD

Cartesian coordinates (Å):
1 C 2.853 0.612 -0.476
2 C 2.084 -0.250 0.147
3 C 0.981 -0.745 0.557
4 C -0.270 -0.925 0.785
5 C -1.430 -0.426 0.441
6 C -2.448 -0.115 -0.523
7 O -2.454 0.321 0.883
8 H 3.918 0.521 -0.641
9 H 2.345 1.496 -0.867
10 H -3.225 -0.831 -0.778
11 H -2.245 0.681 -1.242

**HOMO energy**: -8.4 eV
**Structure (SMILES)**: C=C=C=C=C1CO1

Let us look at the natural (NBO) charges, expressed in e, one per atom:
1 C -0.408
2 C -0.038
3 C 0.004
4 C -0.142
5 C 0.309
6 C -0.127
7 O -0.423
8 H 0.212
9 H 0.208
10 H 0.203
11 H 0.200

---

Q: Which of them is the least stable? A: d.

---

a.
C6H4O | ωB97M-V/def2-TZVPD

Cartesian coordinates (Å):
1 C 1.235 -1.724 -1.543
2 C 0.395 -0.948 -0.648
3 C -0.231 -0.321 0.167
4 C -0.828 0.399 1.259
5 O -1.617 -0.083 2.042
6 C -0.537 1.824 1.333
7 C -1.080 2.900 1.310
8 H 0.640 -2.373 -2.190
9 H 1.890 -2.350 -0.928
10 H 1.855 -1.066 -2.158
11 H -1.723 3.742 1.355

**HOMO energy**: -10.1 eV
**Structure (SMILES)**: C#CC(=O)C#CC

Let us look at the natural (NBO) charges, expressed in e, one per atom:
1 C -0.699
2 C 0.132
3 C -0.151
4 C 0.450
5 O -0.473
6 C -0.125
7 C -0.111
8 H 0.247
9 H 0.250
10 H 0.243
11 H 0.238

---

b.
C6H4O | ωB97M-V/def2-TZVPD

Cartesian coordinates (Å):
1 C 2.968 -0.109 0.018
2 C 1.803 0.072 0.254
3 C 0.395 0.058 0.260
4 C -0.558 1.025 0.216
5 C -1.780 0.352 -0.087
6 C -1.465 -0.964 -0.204
7 O -0.151 -1.165 0.007
8 H 3.784 -0.383 -0.594
9 H -0.381 2.083 0.349
10 H -2.756 0.795 -0.213
11 H -2.031 -1.854 -0.436

**HOMO energy**: -8.6 eV
**Structure (SMILES)**: C#Cc1ccco1

Let us look at the natural (NBO) charges, expressed in e, one per atom:
1 C -0.195
2 C -0.046
3 C 0.169
4 C -0.253
5 C -0.319
6 C 0.109
7 O -0.381
8 H 0.236
9 H 0.237
10 H 0.234
11 H 0.209

---

Q: Which of them is the least stable? A: a.

---

a.
C6H4O | ωB97M-V/def2-TZVPD

Cartesian coordinates (Å):
1 C 2.306 0.486 -0.222
2 C 1.197 0.458 0.273
3 C 0.059 -0.175 1.393
4 C -0.340 0.822 0.399
5 C -1.208 0.170 -0.593
6 C -1.240 -1.112 -0.211
7 O -0.474 -1.349 0.895
8 H 3.308 0.473 -0.592
9 H -0.388 1.880 0.642
10 H -1.710 0.624 -1.435
11 H -1.746 -1.978 -0.620

**HOMO energy**: -8.5 eV

Let us look at the natural (NBO) charges, expressed in e, one per atom:
1 C -0.142
2 C -0.063
3 C 0.164
4 C -0.319
5 C -0.313
6 C 0.153
7 O -0.445
8 H 0.243
9 H 0.269
10 H 0.240
11 H 0.212

---

b.
C6H4O | ωB97M-V/def2-TZVPD

Cartesian coordinates (Å):
1 C -0.889 3.412 -1.099
2 C -0.776 2.257 -0.774
3 C -0.626 0.937 -0.404
4 C -0.463 -0.214 -0.075
5 C 0.038 -1.565 0.070
6 C 1.327 -1.719 0.760
7 O 0.129 -2.224 1.322
8 H -0.997 4.437 -1.374
9 H -0.241 -2.237 -0.742
10 H 1.737 -0.878 1.319
11 H 2.061 -2.412 0.356

**HOMO energy**: -9.4 eV
**Structure (SMILES)**: C#CC#C[C@H]1CO1

Let us look at the natural (NBO) charges, expressed in e, one per atom:
1 C -0.150
2 C -0.091
3 C -0.070
4 C 0.047
5 C -0.028
6 C -0.083
7 O -0.459
8 H 0.240
9 H 0.215
10 H 0.193
11 H 0.186

---

Q: Which of them is the least stable? A: a.

---

a.
CH8NS | ωB97M-V/def2-TZVPD

Cartesian coordinates (Å):
1 N -2.174 -0.551 0.810
2 H -2.347 -0.280 1.892
3 H -2.893 0.042 0.093
4 H -1.214 -0.322 0.440
5 H -2.520 -1.593 0.792
6 C 1.498 0.870 0.465
7 S 0.508 -0.105 -0.778
8 H 2.137 1.508 -0.065
9 H 1.147 1.504 1.297
10 H 2.107 0.071 0.960
11 H 1.684 -0.624 -1.418

**Total charge**: +1
**HOMO energy**: -13.4 eV

Let us look at the natural (NBO) charges, expressed in e, one per atom:
1 N -0.957
2 H 0.476
3 H 0.484
4 H 0.461
5 H 0.476
6 C -0.732
7 S -0.152
8 H 0.235
9 H 0.252
10 H 0.232
11 H 0.225

---

b.
CH8NS | ωB97M-V/def2-TZVPD

Cartesian coordinates (Å):
1 N -2.475 -1.011 0.747
2 H -1.658 -1.473 1.158
3 H -2.646 -0.353 1.398
4 H -2.054 -0.632 -0.194
5 H -3.255 -1.469 0.492
6 C 1.331 1.521 -0.014
7 S 0.844 -0.226 -0.410
8 H 1.539 1.618 1.034
9 H 2.237 1.758 -0.505
10 H 0.479 2.295 -0.216
11 H 1.196 -0.171 -1.759

**Total charge**: +1
**HOMO energy**: -13.1 eV

Let us look at the natural (NBO) charges, expressed in e, one per atom:
1 N -0.842
2 H 0.467
3 H 0.435
4 H 0.480
5 H 0.440
6 C -0.707
7 S -0.148
8 H 0.232
9 H 0.240
10 H 0.225
11 H 0.178

---

Q: Which of them is the least stable? A: a.

---

a.
C6H21NO4 | ωB97M-V/def2-TZVPD

Cartesian coordinates (Å):
1 C -0.246 1.464 -1.176
2 N 0.485 0.825 -0.059
3 C -0.425 0.018 0.756
4 C 0.334 -0.765 1.839
5 C 1.349 -1.702 1.245
6 C 2.659 -1.532 1.346
7 C -0.999 0.652 -2.237
8 H 0.447 2.147 -1.667
9 H -1.027 2.004 -0.634
10 H 1.295 0.339 -0.414
11 H -1.029 0.731 1.334
12 H -1.080 -0.627 0.175
13 H 0.860 -0.061 2.455
14 H -0.385 -1.292 2.467
15 H 0.938 -2.609 0.813
16 H 3.298 -2.328 0.990
17 H 3.085 -0.643 1.792
18 H -1.153 1.184 -3.171
19 H -0.552 -0.301 -2.493
20 H -1.960 0.317 -1.833
21 H -4.178 1.196 0.519
22 H -2.912 0.447 0.894
23 O -3.854 0.318 0.746
24 H -0.709 -1.708 -1.392
25 H -1.843 -2.593 -1.804
26 O -1.092 -2.577 -1.198
27 H 0.529 1.830 1.856
28 H 1.040 2.808 3.051
29 O 0.313 2.468 2.540
30 H 1.629 0.424 -2.188
31 H 3.000 -0.133 -2.033
32 O 2.181 -0.299 -2.517

**HOMO energy**: -9.6 eV
**Structure (SMILES)**: C=CCCNCC.O.O.O.O

Let us look at the natural (NBO) charges, expressed in e, one per atom:
1 C -0.241
2 N -0.657
3 C -0.245
4 C -0.448
5 C -0.171
6 C -0.416
7 C -0.656
8 H 0.195
9 H 0.200
10 H 0.367
11 H 0.188
12 H 0.192
13 H 0.207
14 H 0.230
15 H 0.212
16 H 0.205
17 H 0.191
18 H 0.233
19 H 0.196
20 H 0.215
21 H 0.468
22 H 0.467
23 O -0.935
24 H 0.464
25 H 0.470
26 O -0.930
27 H 0.492
28 H 0.479
29 O -0.979
30 H 0.457
31 H 0.469
32 O -0.920

---

b.
C6H21NO4 | ωB97M-V/def2-TZVPD

Cartesian coordinates (Å):
1 C 0.544 -1.123 -2.264
2 N -0.489 -0.401 -1.520
3 C -0.445 -0.690 -0.093
4 C -1.619 -0.038 0.711
5 C -1.012 0.743 1.864
6 C -1.688 1.609 2.596
7 C 2.044 -0.960 -1.828
8 H 0.414 -0.835 -3.307
9 H 0.356 -2.201 -2.256
10 H -0.514 0.559 -1.825
11 H -0.479 -1.776 -0.027
12 H 0.438 -0.292 0.375
13 H -2.234 0.666 0.147
14 H -2.352 -0.772 1.036
15 H 0.052 0.804 2.035
16 H -1.205 2.203 3.363
17 H -2.740 1.873 2.538
18 H 2.482 -1.933 -2.037
19 H 2.462 -0.230 -2.519
20 H 2.172 -0.663 -0.796
21 H 3.146 -1.907 1.393
22 H 2.367 -2.506 0.271
23 O 2.964 -2.760 0.986
24 H 2.802 2.698 1.211
25 H 1.263 3.022 1.020
26 O 1.905 2.434 1.395
27 H -3.062 -2.509 -1.619
28 H -2.028 -2.587 -0.586
29 O -2.966 -2.596 -0.676
30 H -1.534 3.603 0.396
31 H -0.459 2.952 -0.339
32 O -0.585 3.614 0.356

**HOMO energy**: -9.0 eV
**Structure (SMILES)**: C=CCCNCC.O.O.O.O

Let us look at the natural (NBO) charges, expressed in e, one per atom:
1 C -0.214
2 N -0.638
3 C -0.208
4 C -0.465
5 C -0.192
6 C -0.394
7 C -0.651
8 H 0.197
9 H 0.172
10 H 0.356
11 H 0.170
12 H 0.177
13 H 0.212
14 H 0.245
15 H 0.218
16 H 0.196
17 H 0.180
18 H 0.213
19 H 0.214
20 H 0.205
21 H 0.467
22 H 0.464
23 O -0.928
24 H 0.474
25 H 0.494
26 O -0.970
27 H 0.468
28 H 0.459
29 O -0.925
30 H 0.479
31 H 0.464
32 O -0.937

---

Q: Which of them is the least stable? A: b.

---

a.
C4H11NO2S | ωB97M-V/def2-TZVPD

Cartesian coordinates (Å):
1 C -2.488 -0.881 -0.505
2 C -1.003 1.083 -0.091
3 C 2.893 1.264 0.998
4 C -1.117 -0.462 0.042
5 N 0.097 -1.118 -0.398
6 O 2.320 -1.296 0.630
7 O 2.161 0.241 -1.375
8 S 1.799 0.073 0.022
9 H -2.561 -1.989 -0.513
10 H -3.229 -0.319 0.155
11 H -2.672 -0.387 -1.556
12 H -1.847 1.747 -0.437
13 H -0.339 1.214 -0.979
14 H -0.565 1.448 0.829
15 H 2.636 2.280 1.243
16 H 3.129 0.900 2.080
17 H -1.039 -0.763 1.074
18 H 0.174 -1.180 -1.457
19 H 1.652 -1.854 0.236

**HOMO energy (alpha / beta)**: -8.8 / -9.0 eV
**Structure (SMILES)**: C=[S@@](=O)(O)NC(C)C

Let us look at the natural (NBO) charges, expressed in e, one per atom:
1 C -0.613
2 C -0.649
3 C -0.578
4 C -0.093
5 N -0.742
6 O -0.874
7 O -0.940
8 S 1.727
9 H 0.221
10 H 0.226
11 H 0.206
12 H 0.223
13 H 0.219
14 H 0.216
15 H 0.194
16 H 0.188
17 H 0.182
18 H 0.364
19 H 0.521

---

b.
C4H11NO2S | ωB97M-V/def2-TZVPD

Cartesian coordinates (Å):
1 C -0.689 1.103 -1.435
2 C 0.381 -0.052 -1.578
3 C 1.572 0.194 -0.467
4 S 2.524 -1.331 -0.367
5 C -1.444 0.966 -0.140
6 N -2.742 0.356 -0.063
7 O -1.164 1.610 0.890
8 H -1.392 1.083 -2.261
9 H -0.281 2.158 -1.359
10 H -0.244 -1.028 -1.383
11 H 0.819 -0.114 -2.566
12 H 2.324 0.718 -0.899
13 H 1.277 0.640 0.526
14 H 1.580 -2.042 0.422
15 H -3.115 0.247 0.853
16 H -3.009 -0.280 -0.753
17 H 0.808 -1.493 2.845
18 H 1.357 -1.080 4.293
19 O 1.437 -1.655 3.444

**HOMO energy**: -8.9 eV
**Structure (SMILES)**: NC(=O)CCCS.O

Let us look at the natural (NBO) charges, expressed in e, one per atom:
1 C -0.518
2 C -0.385
3 C -0.529
4 S -0.031
5 C 0.672
6 N -0.831
7 O -0.621
8 H 0.225
9 H 0.246
10 H 0.203
11 H 0.223
12 H 0.208
13 H 0.247
14 H 0.118
15 H 0.400
16 H 0.374
17 H 0.461
18 H 0.483
19 O -0.944

---

Q: Which of them is the least stable? A: a.